Entry 1:
This record from the Open Molecules 2025 dataset describes one molecule with the formula C4H4N2 in a non-equilibrium geometry. The level of theory is ωB97M-V/def2-TZVPD.

Bonds (Å) are listed after each position.
Element x y z (Å)
1 N -1.20231 -0.87554 -0.49229  C2 1.406, H7 1.017, H8 1.013
2 C -0.31126 0.10578 -0.02364  N1 1.406, C3 1.434, C5 1.438
3 C 1.09833 -0.15129 0.03582  C2 1.434, C4 1.210
4 C 2.27454 -0.43421 0.02866  C3 1.210, H10 1.071
5 C -0.80994 1.41514 0.29934  C2 1.438, N6 1.185, H9 1.216
6 N -1.18970 2.51758 0.51338  C5 1.185
7 H -1.38972 -0.82982 -1.49118  N1 1.017
8 H -0.90893 -1.81368 -0.24743  N1 1.013
9 H -0.90542 0.78605 1.33537  C5 1.216
10 H 3.32146 -0.66157 0.02038  C4 1.071

Its HOMO-LUMO gap (spin up / spin down) is 8.005 / 8.003 eV. As for the total energy: -264.1216 hartree.

***

Entry 2:
This record from the Open Molecules 2025 dataset describes one molecule with the formula C21H27N3O2S. The level of theory is ωB97M-V/def2-TZVPD.

Bonds (Å) are listed after each position.
Element x y z (Å)
1 C 8.02366 0.22238 -2.54095  C2 1.523, H28 1.088, H29 1.087, H30 1.088
2 C 6.78760 -0.17020 -1.74191  C1 1.523, C3 1.526, H31 1.090, H32 1.092
3 C 7.14447 -1.01002 -0.51921  C2 1.526, C4 1.531, H33 1.091, H34 1.093
4 C 5.91252 -1.33381 0.33011  C3 1.531, N5 1.453, H35 1.092, H36 1.102
5 N 5.26274 -0.12978 0.81795  C4 1.453, C6 1.449, C8 1.446
6 C 5.87474 0.45642 1.99351  N5 1.449, C7 1.534, H37 1.094, H38 1.092
7 C 5.65094 -0.29274 3.31352  C6 1.534, H39 1.088, H40 1.087, H41 1.087
8 C 3.81928 -0.20778 0.86933  N5 1.446, C9 1.539, H42 1.092, H43 1.104
9 C 3.21300 0.11063 -0.50864  C8 1.539, N10 1.442, H44 1.092, H45 1.091
10 N 1.77597 -0.00482 -0.49779  C9 1.442, C11 1.355, H46 1.008
11 C 0.96503 1.07194 -0.35799  N10 1.355, O12 1.215, C13 1.476
12 O 1.37045 2.21734 -0.33483  C11 1.215
13 C -0.47514 0.76458 -0.26505  C11 1.476, C14 1.364, S27 1.747
14 C -1.47300 1.68623 -0.14541  C13 1.364, C15 1.413, H47 1.074
15 C -2.75775 1.10208 -0.07514  C14 1.413, C16 1.453, C26 1.381
16 C -4.01439 1.82033 0.05580  C15 1.453, O17 1.216, N18 1.393
17 O -4.10157 3.03138 0.12329  C16 1.216
18 N -5.14856 1.01298 0.10163  C16 1.393, C19 1.449, C20 1.378
19 C -6.41527 1.70515 0.23150  N18 1.449, H48 1.091, H49 1.090, H50 1.091
20 C -5.13039 -0.36343 0.03241  N18 1.378, C21 1.400, C25 1.415
21 C -6.31045 -1.11538 0.08292  C20 1.400, C22 1.378, H51 1.077
22 C -6.27584 -2.49146 0.01256  C21 1.378, C23 1.391, H52 1.080
23 C -5.06956 -3.17309 -0.11042  C22 1.391, C24 1.374, H53 1.079
24 C -3.89633 -2.45951 -0.16225  C23 1.374, C25 1.397, H54 1.080
25 C -3.90777 -1.06385 -0.09271  C20 1.415, C24 1.397, C26 1.421
26 C -2.72487 -0.27729 -0.14316  C15 1.381, C25 1.421, S27 1.727
27 S -1.10712 -0.86428 -0.29288  C13 1.747, C26 1.727
28 H 8.55478 -0.66287 -2.88570  C1 1.088
29 H 7.74551 0.81511 -3.40909  C1 1.087
30 H 8.70314 0.81073 -1.92830  C1 1.088
31 H 6.26325 0.72451 -1.40473  C2 1.090
32 H 6.10747 -0.73603 -2.38286  C2 1.092
33 H 7.87565 -0.46991 0.08406  C3 1.091
34 H 7.60596 -1.94872 -0.83476  C3 1.093
35 H 5.20036 -1.87965 -0.29255  C4 1.092
36 H 6.20849 -2.00390 1.15303  C4 1.102
37 H 5.48380 1.47362 2.08947  C6 1.094
38 H 6.94710 0.53156 1.80315  C6 1.092
39 H 6.04620 -1.30459 3.26051  C7 1.088
40 H 4.59161 -0.34787 3.55297  C7 1.087
41 H 6.15936 0.22945 4.11966  C7 1.087
42 H 3.44802 0.53923 1.57361  C8 1.092
43 H 3.46013 -1.19716 1.20294  C8 1.104
44 H 3.62048 -0.55991 -1.26851  C9 1.092
45 H 3.45399 1.14069 -0.77553  C9 1.091
46 H 1.38522 -0.93121 -0.42128  N10 1.008
47 H -1.29376 2.74502 -0.10945  C14 1.074
48 H -6.92289 1.41328 1.15165  C19 1.091
49 H -6.19155 2.77104 0.26848  C19 1.090
50 H -7.05630 1.50309 -0.62744  C19 1.091
51 H -7.26517 -0.62631 0.17746  C21 1.077
52 H -7.20195 -3.04472 0.05379  C22 1.080
53 H -5.05720 -4.25032 -0.16447  C23 1.079
54 H -2.94326 -2.95892 -0.25782  C24 1.080

The structure (SMILES) is CCCCN(CC)CCNC(=O)c1cc2c(=O)n(C)c3ccccc3c2s1. Its HOMO-LUMO gap is 7.996 eV. As for the total energy: -1529.4072 hartree.

***

Entry 3:
This record from the Open Molecules 2025 dataset describes a 2-piece molecular cluster, C6H12N2 overall in a non-equilibrium geometry. The level of theory is ωB97M-V/def2-TZVPD.

Bonds (Å) are listed after each position.
Element x y z (Å)
1 C 1.91164 -0.95197 -0.64253  C3 1.495, H10 1.165, H11 1.140, H12 1.151
2 C 2.09417 1.59146 1.71610  N5 1.299, N6 1.366, H7 1.019
3 C 1.88609 0.39659 0.00324  C1 1.495, C4 1.402, N5 1.374
4 C 0.97962 1.43649 -0.24485  C3 1.402, N6 1.380, H9 1.038
5 N 2.62259 0.54622 1.15347  C2 1.299, C3 1.374
6 N 1.08047 2.10625 0.95806  C2 1.366, C4 1.380, H8 1.000
7 H 2.30466 2.08032 2.58500  C2 1.019
8 H 0.48557 2.85372 1.25442  N6 1.000
9 H 0.53078 1.75688 -1.12435  C4 1.038
10 H 2.93901 -1.33557 -1.03704  C1 1.165
11 H 1.05948 -1.09076 -1.38714  C1 1.140
12 H 1.94296 -1.64620 0.27550  C1 1.151
13 C -2.81852 -0.28183 -0.38980  C14 1.478, H15 0.973, H16 1.102, H17 1.132
14 C -2.14935 -1.59697 -0.47420  C13 1.478, H18 1.040, H19 1.163, H20 1.087
15 H -2.52166 0.42267 0.21289  C13 0.973
16 H -2.94145 0.07373 -1.42611  C13 1.102
17 H -3.90423 -0.50055 -0.15614  C13 1.132
18 H -2.55360 -2.45795 -0.89393  C14 1.040
19 H -1.07764 -1.50736 -0.91557  C14 1.163
20 H -1.87057 -1.89516 0.53297  C14 1.087

The spin multiplicity is 2. Its total charge is -1. Its HOMO-LUMO gap (spin up / spin down) is 2.567 / 8.357 eV. As for the total energy: -345.2190 hartree.

***

Entry 4:
This record from the Open Molecules 2025 dataset describes a 2-piece molecular cluster, C3H9NO4 overall in a non-equilibrium geometry. The level of theory is ωB97M-V/def2-TZVPD.

Bonds (Å) are listed after each position.
Element x y z (Å)
1 O 0.03711 -2.14814 1.20165  C2 1.212
2 C -0.49947 -1.37402 0.43889  O1 1.212, O3 1.342, N4 1.372
3 O -1.83990 -1.34160 0.39398  C2 1.342, H8 0.967
4 N 0.22377 -0.62682 -0.45615  C2 1.372, C5 1.470, H9 1.026
5 C -0.32893 0.53214 -1.17168  N4 1.470, C6 1.505, H10 1.093, H11 1.108
6 C -0.02716 1.83709 -0.48432  C5 1.505, O7 1.464, H12 1.098, H13 1.083
7 O -0.46615 3.00266 -1.25425  C6 1.464, H14 0.968
8 H -2.17881 -0.99341 -0.44231  O3 0.967
9 H 1.23840 -0.55477 -0.32037  N4 1.026
10 H -1.41772 0.49615 -1.26333  C5 1.093
11 H 0.04491 0.51631 -2.21490  C5 1.108
12 H -0.67370 2.02250 0.38316  C6 1.098
13 H 1.02532 1.94372 -0.25353  C6 1.083
14 H 0.12028 2.97924 -2.02391  O7 0.968
15 O 2.32808 -0.27769 1.25511  H16 0.965, H17 0.955
16 H 3.08230 -0.87519 1.32257  O15 0.965
17 H 1.56744 -0.41993 1.81516  O15 0.955

The structure (SMILES) is O=C(O)NCCO.O. Its HOMO-LUMO gap is 10.466 eV. As for the total energy: -475.4262 hartree.